Entry 1:
17 unconnected molecules or ions with the total composition C28H66Cl24O11 in a non-equilibrium geometry, computed with ωB97M-V/def2-TZVPD.

Properties
- HOMO energy (eV) = -9.48
- LUMO level (eV) = 0.0
- E (eV) = -353161.902
- total charge = 0

```
129
C28H66Cl24O11 (ωB97M-V/def2-TZVPD)
C 1.10720 -1.00706 -3.50900
C -0.05937 -1.20086 -4.42204
O -1.27072 -0.71299 -3.78652
H 2.01748 -1.40065 -3.95579
H 0.91319 -1.41854 -2.55631
H 1.26260 0.05574 -3.38987
H -0.25438 -2.29210 -4.61493
H 0.12136 -0.72209 -5.41807
H -1.34465 0.25795 -3.89899
C -3.79288 -5.53910 -3.86741
C -2.35575 -5.29965 -3.37617
O -1.84760 -4.09796 -3.85154
H -3.79088 -6.12078 -4.79128
H -4.26646 -4.58932 -3.93544
H -4.39959 -6.17642 -3.21159
H -1.72207 -6.11790 -3.78015
H -2.21559 -5.28839 -2.27261
H -2.07006 -3.35227 -3.29553
C 5.72906 -1.19206 5.89499
C 5.12332 -2.27938 4.96982
O 3.73813 -2.25453 5.11570
H 6.83650 -1.25045 5.94558
H 5.23842 -1.19863 6.92245
H 5.41807 -0.15510 5.60388
H 5.48102 -3.24385 5.29006
H 5.53760 -2.14945 3.95339
H 3.27430 -2.39776 4.29032
C -3.11708 2.65025 -1.92733
C -2.16344 3.39626 -0.98937
O -0.82037 3.38806 -1.53644
H -3.01390 3.05039 -2.90091
H -4.17288 2.90388 -1.64038
H -2.91763 1.59273 -1.96872
H -2.06362 2.97081 -0.02713
H -2.47123 4.38413 -0.94075
H -0.27099 2.72228 -1.08142
C -0.47052 4.16978 -4.98081
C 0.05923 2.76094 -4.82980
O -1.05196 1.88915 -4.51875
H 0.24508 4.82733 -5.42977
H -0.74363 4.54010 -4.00615
H -1.36258 4.16497 -5.59329
H 0.87716 2.63267 -4.04573
H 0.41925 2.37171 -5.71733
H -1.39682 2.12858 -3.65634
C 4.77062 0.16200 0.48382
C 3.61294 -0.73963 0.79092
O 2.62338 -0.77671 -0.12815
H 4.41781 1.21520 0.34067
H 5.24830 -0.20038 -0.41903
H 5.59446 0.15255 1.24791
H 3.17774 -0.32486 1.68176
H 4.05139 -1.75437 1.05910
H 2.59030 -1.56220 -0.73440
C 2.01030 3.68998 3.54460
C 2.93329 3.31257 2.45816
O 2.33344 2.54878 1.44661
H 2.52316 4.23139 4.33192
H 1.49321 2.76788 3.85513
H 1.14422 4.27889 3.20663
H 3.70135 2.68552 2.93329
H 3.42481 4.20686 2.13292
H 1.69198 3.12288 0.95792
C -4.24204 -0.57236 -0.66991
C -4.20766 -1.46510 -1.91812
O -2.79401 -2.06241 -2.12266
H -5.30469 -0.22694 -0.44168
H -3.54726 0.18482 -0.72588
H -3.95805 -1.19332 0.13456
H -4.43787 -0.86356 -2.83458
H -4.80547 -2.33941 -1.73027
H -2.29443 -1.46921 -2.77222
C 2.57569 -5.29000 -2.93659
C 2.79783 -4.42199 -1.71637
O 1.77125 -3.40755 -1.58430
H 2.59280 -4.73806 -3.87553
H 1.57439 -5.64978 -2.84804
H 3.26975 -6.14656 -3.05685
H 3.73134 -3.82263 -1.77323
H 2.82512 -5.06355 -0.83338
H 1.10381 -3.68814 -0.94514
C -0.17398 7.11413 -0.04129
C 1.05211 6.27010 0.11210
O 0.83366 4.89209 0.34255
H -0.68687 6.96549 -1.01413
H 0.02694 8.21036 -0.00726
H -0.95625 6.93389 0.69935
H 1.78564 6.68209 0.85176
H 1.65687 6.47666 -0.77179
H 0.50180 4.43726 -0.46629
C -0.58781 0.31976 1.45098
C -0.43494 0.16908 -0.04658
O 0.47016 1.09357 -0.65877
H 0.25527 0.12827 2.05095
H -1.39011 -0.35391 1.74562
H -0.94069 1.37078 1.65839
H -1.36678 0.50199 -0.53773
H -0.36785 -0.90617 -0.33849
H 1.33275 0.69620 -0.42053
C -5.63188 -1.06168 4.79710
Cl -5.76761 -2.84239 5.25698
Cl -4.02160 -0.72722 4.11611
Cl -6.80888 -0.73587 3.44806
Cl -5.97761 -0.19979 6.26325
C -0.61321 -1.71545 6.43660
Cl -0.38980 -1.08900 4.81113
Cl -1.07843 -0.41621 7.46231
Cl -1.77955 -3.04789 6.52580
Cl 0.94172 -2.40968 7.05435
C -5.14739 4.32936 1.98209
Cl -6.13438 4.55214 0.53225
Cl -4.80999 2.65426 2.20200
Cl -3.60935 5.21816 1.66675
Cl -5.98982 5.07230 3.30965
C 1.93443 -5.33745 3.29516
Cl 3.43628 -6.25224 3.57735
Cl 0.91865 -6.24584 2.14580
Cl 1.06348 -4.94357 4.77193
Cl 2.27091 -3.79728 2.43503
C -3.31340 -4.83925 1.25143
Cl -3.41100 -6.52860 0.69465
Cl -4.99240 -4.16132 1.46923
Cl -2.47079 -4.85256 2.84338
Cl -2.40830 -3.72596 0.18237
C 4.14684 4.44427 -2.73495
Cl 5.34322 5.69928 -2.85534
Cl 4.01304 3.72710 -1.15146
Cl 2.56586 4.90589 -3.33472
Cl 4.74552 3.14385 -3.86527
```

Entry 2:
2 unconnected molecules or ions with the total composition C2H6N4 in a non-equilibrium geometry, computed with ωB97M-V/def2-TZVPD.

Properties
- HOMO energy (eV) = -20.25
- energy above the lowest of the compared OMol25 structures with the same formula, charge and spin (kcal/mol) = 23.3
- LUMO level (eV) = -8.1
- E (eV) = -8111.668
- total charge = +2

```
12
C2H6N4 (ωB97M-V/def2-TZVPD)
C -2.22536 0.66140 0.05856
C 1.91744 -0.44471 -0.38189
N 1.15640 0.45186 -0.30951
N -2.31246 0.48915 -1.09133
N -2.03119 0.83755 1.28807
N 2.77917 -1.29921 -0.63559
H 0.36774 1.06238 -0.09152
H -2.90673 0.43507 -1.93260
H -2.39038 0.02781 1.76675
H -1.68651 1.71074 1.70878
H 2.71761 -2.21816 -0.23961
H 3.58477 -1.22138 -1.38207
```

Entry 3:
A molecular structure, C21H25N4O2Ti in a non-equilibrium geometry, computed with ωB97M-V/def2-TZVPD.

Properties
- HOMO energy (spin up / spin down) (eV) = -9.18 / -10.28
- LUMO level (spin up / spin down) (eV) = -2.7 / -3.2
- E (eV) = -55349.190
- spin multiplicity = 3
- total charge = +1
- ⟨S²⟩ = 2.053

```
53
C21H25N4O2Ti (ωB97M-V/def2-TZVPD)
Ti 0.22344 -0.23704 0.32545
C -0.13205 -0.61901 3.55575
O -0.49203 0.06868 2.33245
C -0.90106 1.41389 2.47622
C -1.68431 1.83518 3.52725
C -2.04589 3.17621 3.58653
C -1.61925 4.04706 2.59385
C -0.83373 3.60220 1.53691
C -0.46347 2.26630 1.46743
N 0.32384 1.68438 0.44327
N 0.76949 2.56263 -0.48627
C 1.63135 2.08767 -1.42125
C 2.12366 0.77987 -1.57156
O 1.66643 -0.22612 -0.76201
C 3.07572 0.44750 -2.54162
C 3.53960 1.39368 -3.40507
C 3.06893 2.73728 -3.33669
C 3.54915 3.71538 -4.23762
C 3.10529 5.00479 -4.16995
C 2.15662 5.36198 -3.19138
C 1.67776 4.43367 -2.30646
C 2.12331 3.09381 -2.35822
H 0.43875 0.05572 4.18843
H 0.47773 -1.46920 3.26561
H -1.03273 -0.95959 4.05946
H -2.00549 1.14010 4.29198
H -2.65660 3.53077 4.40548
H -1.89798 5.09151 2.64112
H -0.48648 4.27340 0.76490
H 3.42994 -0.57383 -2.58076
H 4.27677 1.12919 -4.15326
H 4.27908 3.42588 -4.98445
H 3.47869 5.75080 -4.85894
H 1.80225 6.38368 -3.13494
H 0.95481 4.71844 -1.55663
N -1.96716 0.02270 -0.22609
C -2.99870 -1.05373 -0.18246
C -2.64311 -2.22075 -1.10179
C -2.15083 -3.48480 -0.39277
C -1.04184 -3.29325 0.62589
N 0.07044 -2.47872 0.05768
H -2.26265 0.79403 0.37089
H -1.96377 0.42151 -1.16162
H -3.96334 -0.62678 -0.45201
H -3.08276 -1.38398 0.85377
H -1.90576 -1.88056 -1.83644
H -3.51580 -2.49145 -1.69568
H -1.82098 -4.20389 -1.14803
H -2.98790 -3.96179 0.12320
H -0.67616 -4.26528 0.95273
H -1.40888 -2.77870 1.51612
H 0.18257 -2.69560 -0.92976
H 0.95289 -2.77924 0.46593
```